Record 1
Here is a structure of composition C16H19N2O3Sc in a non-equilibrium geometry from OMol25. Energies are from ωB97M-V/def2-TZVPD.

Values from the calculation:
Max |F|   0.024 Eh/bohr
Net charge   +2
Energy relative to the best compared isomer or geometry (same formula, charge and spin)   11.0 kcal per mole
Kohn-Sham gap   0.2826 Eh
HOMO level   -15.0 eV
Multiplicity   1

Atoms and positions in Å:
Sc 0.6789 0.1178 -1.8304
O 0.5667 -0.8282 -0.0409
C -0.4225 0.0130 0.7977
C -0.1714 1.4957 0.4056
O -0.5518 2.3949 1.0625
O 0.3925 1.6219 -0.8464
C -1.8138 -0.2913 0.2664
C -2.9176 -0.1753 1.1004
C -4.2012 -0.3606 0.6022
C -4.4053 -0.6512 -0.7369
C -3.3192 -0.7335 -1.5979
C -2.0472 -0.5425 -1.0884
C -0.1275 -0.3117 2.2290
C 0.7865 0.4435 2.9662
C 1.1345 0.0481 4.2465
C 0.5864 -1.1054 4.7942
C -0.3086 -1.8700 4.0605
C -0.6660 -1.4768 2.7799
H 0.7380 -1.6198 0.4927
H -2.7731 0.0668 2.1447
H -5.0464 -0.2744 1.2712
H -5.4053 -0.8054 -1.1180
H -3.4679 -0.9428 -2.6482
H -1.2544 -0.6214 -1.8415
H 1.2035 1.3575 2.5663
H 1.8280 0.6450 4.8225
H 0.8560 -1.4061 5.7976
H -0.7367 -2.7670 4.4864
H -1.3749 -2.0749 2.2190
N 1.2531 0.8870 -3.8918
C 2.5261 1.6347 -3.5991
C 3.5204 0.6811 -2.9712
N 2.9382 0.1082 -1.7139
H 1.4366 0.2228 -4.6442
H 0.5781 1.5399 -4.2922
H 2.2819 2.4533 -2.9191
H 2.9434 2.0655 -4.5079
H 4.4614 1.1905 -2.7703
H 3.7319 -0.1479 -3.6475
H 3.1226 0.7555 -0.9456
H 3.4462 -0.7369 -1.4602


Record 2
Here is an isolated molecule of C16H19N3O in a non-equilibrium geometry from OMol25. Energies are from ωB97M-V/def2-TZVPD.

Values from the calculation:
Max |F|   0.108 Eh/bohr
Net charge   0
Energy relative to the best compared isomer or geometry (same formula, charge and spin)   80.4 kcal per mole
Kohn-Sham gap   0.2729 Eh
SMILES   CC1=CC(C)(C)N2C(=O)/C(=N\N)c3c(C)c(C)cc1c32
HOMO level   -7.5 eV
Multiplicity   1

Atoms and positions in Å:
C -0.3060 -1.5973 -3.3747
C 0.2772 -1.0473 -2.0890
C 1.5466 -1.4305 -1.7397
C 2.2366 -0.8803 -0.5193
C 3.5944 -0.1107 -0.7109
C 2.6695 -2.2123 0.2033
N 1.2993 -0.2154 0.3813
C 1.4100 0.2423 1.6800
O 2.4093 0.0593 2.3767
C 0.1550 0.8493 2.1960
N -0.3604 1.1395 3.3738
N 0.4756 0.8339 4.4474
C -0.6750 0.7374 0.9604
C -2.0214 1.2212 0.7146
C -2.8963 1.8070 1.7409
C -2.4998 1.0482 -0.6738
C -3.8355 1.6163 -1.0636
C -1.7396 0.2295 -1.5769
C -0.5548 -0.2548 -1.1888
C 0.0479 0.1566 -0.0466
H -0.2929 -0.8040 -4.0820
H -1.3210 -2.0325 -3.3743
H 0.4215 -2.3201 -3.8145
H 2.2659 -1.9439 -2.3684
H 4.2089 -0.6576 -1.4503
H 3.4038 0.9206 -0.9616
H 4.2255 -0.1257 0.1302
H 3.4443 -2.0686 0.8981
H 1.7947 -2.5517 0.7763
H 2.8941 -3.1487 -0.4221
H 1.2236 0.2320 4.3279
H 0.1475 0.9064 5.3883
H -3.7981 2.2815 1.3423
H -3.0642 1.0072 2.4621
H -2.3396 2.4656 2.1945
H -3.9067 1.4203 -2.1426
H -4.6599 1.3608 -0.3938
H -3.7453 2.6965 -1.0216
H -2.1349 0.1700 -2.5798


Record 3
Here is an isolated molecule of C16H19N3O3 in a non-equilibrium geometry from OMol25. Energies are from ωB97M-V/def2-TZVPD.

Values from the calculation:
Max |F|   0.045 Eh/bohr
Net charge   0
Energy relative to the best compared isomer or geometry (same formula, charge and spin)   42.4 kcal per mole
Kohn-Sham gap   0.3289 Eh
SMILES   O=C(O)[C@H](Cc1c[nH]c2ccccc12)NC(=O)[C@@H]1CCCN1
HOMO level   -8.4 eV
Multiplicity   1

Atoms and positions in Å:
O -2.1132 -0.8865 1.4245
C -0.9325 -0.9523 1.1771
O 0.0392 -1.1283 2.0756
C -0.4605 -0.9795 -0.3118
C 0.8699 -0.1354 -0.4883
C 2.1049 -0.8102 0.0761
C 2.6466 -1.9937 -0.3872
N 3.8079 -2.2348 0.3450
C 4.0224 -1.2160 1.2108
C 5.0589 -1.0023 2.1795
C 4.8918 0.0631 3.0299
C 3.8118 0.9687 2.9085
C 2.8878 0.8206 1.9115
C 2.9966 -0.2646 1.0458
N -1.5486 -0.4897 -1.1532
C -2.1560 0.7250 -0.9381
O -1.6496 1.5760 -0.2324
C -3.4754 0.9895 -1.5748
C -3.8437 0.3244 -2.8794
C -4.9468 1.2240 -3.4557
C -4.8723 2.4973 -2.6228
N -3.6504 2.4064 -1.8576
H 0.9181 -0.9226 1.6844
H -0.2178 -2.0286 -0.5341
H 0.9631 -0.0192 -1.5773
H 0.7094 0.8826 -0.0747
H 2.4014 -2.7030 -1.1617
H 4.3641 -3.0497 0.1694
H 5.8218 -1.7367 2.3883
H 5.5630 0.1623 3.8800
H 3.7899 1.8176 3.5717
H 2.1769 1.6062 1.6711
H -2.2421 -1.1878 -1.5376
H -4.2679 0.5950 -0.8609
H -4.1216 -0.7465 -2.7475
H -2.9574 0.3674 -3.5308
H -5.9518 0.7719 -3.4324
H -4.7019 1.4692 -4.4981
H -5.8059 2.5354 -1.9950
H -4.9337 3.4344 -3.2265
H -3.6019 2.9378 -0.9563


Record 4
Here is an isolated molecule of C16H19N3O3S2 in a non-equilibrium geometry from OMol25. Energies are from ωB97M-V/def2-TZVPD.

Values from the calculation:
Max |F|   0.336 Eh/bohr
Net charge   0
Energy relative to the best compared isomer or geometry (same formula, charge and spin)   359.2 kcal per mole
Kohn-Sham gap   0.2932 Eh
SMILES   COc1cc2c(cc1OC)CN(C(=O)CSc1nnc(C)s1)CC2
HOMO level   -8.1 eV
Multiplicity   1

Atoms and positions in Å:
C 5.2307 -3.2296 -1.3231
O 4.9239 -2.1924 -0.1711
C 3.7305 -1.7381 -0.4169
C 2.9621 -1.8850 -1.5077
C 1.7752 -0.8754 -1.7976
C 1.3798 -0.1384 -0.7361
C 2.0649 -0.1276 0.5347
C 3.2329 -0.9395 0.3943
O 4.1651 -0.8537 1.5411
C 3.7911 0.0137 2.9474
C 0.0645 0.5426 -0.6628
N -0.8562 0.4362 -1.9804
C -2.1192 0.0704 -1.9767
O -2.5985 -0.0084 -3.0116
C -2.8585 0.1748 -0.7458
S -2.7201 2.2971 -0.2757
C -4.0098 2.0591 1.1934
N -4.5149 0.9781 1.7255
N -5.5013 1.1854 2.3859
C -5.4414 2.2319 3.0056
C -6.4083 2.7870 4.1148
S -4.3069 3.4727 2.2256
C 0.0759 0.2020 -3.0521
C 0.7865 -1.0702 -3.1759
H 6.0995 -3.5496 -0.9401
H 5.3581 -2.5099 -2.3070
H 4.5660 -3.9203 -1.5593
H 3.2909 -2.3726 -2.4643
H 1.7443 0.4438 1.4744
H 2.6917 -0.4681 3.1499
H 3.7232 1.0625 2.5308
H 4.5263 -0.4184 3.5706
H 0.2140 1.5877 -0.5873
H -0.5171 0.1524 0.1342
H -3.9792 0.1173 -0.9694
H -2.5652 -0.4805 0.1107
H -5.8030 3.2974 4.7508
H -6.9578 3.7114 3.6704
H -6.9950 1.9858 4.4026
H 0.6472 1.0769 -3.2645
H -0.6420 -0.0059 -4.0737
H 0.2970 -1.7527 -3.0258
H 1.4532 -1.3501 -3.8375


Record 5
Here is the ion C16H19N4O2 with charge -1 in a non-equilibrium geometry from OMol25. Energies are from ωB97M-V/def2-TZVPD.

Values from the calculation:
Max |F|   0.057 Eh/bohr
Net charge   -1
Kohn-Sham gap   0.1967 Eh
SMILES   C/C(=N/N=C(/N)[O-])[C@@H](C(=O)N(C)C)[C@H]1C=Cc2ccccc21
HOMO level   -2.5 eV
Multiplicity   1

Atoms and positions in Å:
C 0.9436 -2.5177 3.4538
C 0.4961 -1.2191 2.8036
N 1.4632 -0.3893 2.5402
N 1.3142 0.5235 1.6157
C 2.1081 1.6273 1.9386
N 1.9615 2.5538 0.9352
O 2.8298 1.7387 2.9138
C -0.9194 -1.0961 2.2025
C -1.5188 0.2638 2.6505
O -0.8461 1.2704 2.9788
N -2.8831 0.3456 2.8163
C -3.5191 1.6391 3.0108
C -3.7778 -0.7878 2.7826
C -0.9580 -1.3166 0.6568
C -0.6387 -2.7745 0.3957
C -1.6970 -3.4252 -0.1795
C -2.6942 -2.4599 -0.6072
C -3.8646 -2.5781 -1.3878
C -4.5034 -1.4042 -1.8167
C -4.0002 -0.1544 -1.4907
C -2.8518 -0.0182 -0.6900
C -2.2407 -1.1743 -0.2047
H 0.1058 -3.1890 3.5941
H 1.7105 -2.9855 2.8074
H 1.4252 -2.4180 4.4565
H 1.2254 2.4233 0.2793
H 2.4385 3.4210 1.0329
H -1.4863 -1.8914 2.6915
H -2.8018 2.4392 3.0928
H -4.1908 1.8322 2.1606
H -4.1283 1.5962 3.9276
H -3.3345 -1.7823 2.7724
H -4.4239 -0.7668 3.6697
H -4.4374 -0.7313 1.9111
H -0.2276 -0.5157 0.4613
H 0.2901 -3.2087 0.7568
H -1.7809 -4.4848 -0.3634
H -4.2806 -3.5637 -1.5854
H -5.4425 -1.4863 -2.3557
H -4.4688 0.7410 -1.8608
H -2.3945 0.9411 -0.4727


Record 6
Here is an isolated molecule of C16H19N5O3S in a non-equilibrium geometry from OMol25. Energies are from ωB97M-V/def2-TZVPD.

Values from the calculation:
Max |F|   0.036 Eh/bohr
Net charge   0
Energy relative to the best compared isomer or geometry (same formula, charge and spin)   19.3 kcal per mole
Kohn-Sham gap   0.3142 Eh
SMILES   O=C(CSc1nnnn1C1CCCC1)Nc1ccc2c(c1)OCCO2
HOMO level   -8.0 eV
Multiplicity   1

Atoms and positions in Å:
O 4.0196 -0.0365 -0.1649
C 3.3764 -1.0348 0.0643
C 3.7192 -1.9546 1.2310
S 2.7576 -1.3043 2.6517
C 1.1844 -1.8301 2.1457
N 0.8920 -2.9427 1.4959
N -0.4202 -2.9266 1.3219
N -0.9430 -1.8854 1.8159
N 0.0305 -1.1465 2.3460
C -0.1452 0.1824 2.8815
C -1.6342 0.5216 2.9353
C -1.9305 1.0273 1.5258
C -0.7153 1.8961 1.1995
C 0.4668 1.2261 1.9203
N 2.2450 -1.4130 -0.5881
C 1.3876 -0.5918 -1.3389
C 1.7632 0.6647 -1.8056
C 0.8441 1.4464 -2.4763
C -0.4552 1.0038 -2.6860
C -0.8392 -0.2490 -2.1961
C 0.0880 -1.0436 -1.5393
O -2.1177 -0.7218 -2.3258
C -3.0472 0.2758 -2.6853
C -2.4827 1.1407 -3.8114
O -1.3253 1.8151 -3.3713
H 3.4504 -2.9980 1.0842
H 4.7644 -1.8436 1.5112
H 0.3342 0.2010 3.8650
H -2.2374 -0.3414 3.2087
H -1.7916 1.3164 3.6645
H -2.8644 1.5838 1.4749
H -1.9920 0.1796 0.8424
H -0.5376 1.9709 0.1280
H -0.8661 2.9029 1.5898
H 1.0536 1.9518 2.4802
H 1.1371 0.7496 1.2057
H 1.8392 -2.3072 -0.3322
H 2.7642 1.0234 -1.6397
H 1.1186 2.4185 -2.8524
H -0.2376 -2.0063 -1.1745
H -3.9534 -0.2441 -2.9982
H -3.2671 0.9124 -1.8168
H -3.1931 1.9104 -4.1160
H -2.2399 0.5006 -4.6708